Entry 1:
Computed, not measured: 6 unconnected molecules or ions with the total composition C32H31F6NO19 at a distorted geometry, with ωB97M-V/def2-TZVPD.

```
89
C32H31F6NO19 (ωB97M-V/def2-TZVPD)
C -2.1067 -4.7015 1.6691
C -3.2181 -4.0044 0.8067
O -2.8047 -2.8496 0.0619
C -2.0688 -1.9203 0.8662
C -2.3431 -0.4455 0.4590
C -3.6793 -0.0033 0.1645
C -3.9576 1.3536 -0.2343
C -2.9266 2.3174 -0.3491
C -1.6023 1.9063 -0.0638
O -0.4902 2.7645 -0.1683
C -0.8262 4.0449 -0.2320
N -1.2247 5.0868 -0.5452
C -1.3041 0.5596 0.3477
C 0.1795 0.2278 0.6709
F 0.6942 1.1612 1.6112
C 1.0992 0.3168 -0.5811
C 1.0557 -0.9572 -1.4868
C -5.4131 1.7607 -0.5749
O -5.8682 2.8483 -0.3171
C -6.2426 0.6462 -1.2457
C -5.9811 -0.6174 -0.8666
C -4.9207 -0.9255 0.2139
O -5.0920 -1.7909 1.0361
H -2.0404 -4.1462 2.6382
H -2.4197 -5.7329 1.9538
H -1.1053 -4.6782 1.2014
H -3.5403 -4.7538 0.0431
H -4.0956 -3.8244 1.4647
H -2.3010 -1.9900 1.9537
H -0.9980 -2.2073 0.7606
H -3.1976 3.3293 -0.6873
H 0.2995 -0.7643 1.1449
H 0.8628 1.1827 -1.2354
H 2.1579 0.4630 -0.2613
H 1.1103 -1.8755 -0.8800
H 1.8931 -0.9202 -2.2214
H 0.1210 -0.9365 -2.0962
H -6.9860 0.8841 -2.0232
H -6.5555 -1.4160 -1.3691
O 0.3163 -3.6306 0.2118
C 0.4732 -4.4377 -0.6565
O 0.5659 -4.1298 -1.9699
C 0.8807 -5.3400 -2.6623
C 0.3750 -6.3858 -1.7104
F 1.1205 -7.5113 -1.7726
O 0.5706 -5.7748 -0.4456
H 1.9602 -5.4016 -2.8145
H 0.3855 -5.3788 -3.6306
H -0.6805 -6.6391 -1.8348
O 4.5016 -5.5026 -0.2112
C 4.3735 -4.6911 0.6452
O 4.3304 -4.9805 1.9723
C 4.3004 -3.7367 2.6716
C 3.7480 -2.8070 1.6292
F 4.2451 -1.5541 1.7755
O 4.2386 -3.3521 0.4199
H 5.3123 -3.4646 2.9791
H 3.6690 -3.7988 3.5560
H 2.6559 -2.7684 1.5958
O 3.3861 7.3225 -2.8466
C 2.6717 7.5558 -1.9256
O 1.3318 7.7358 -2.0250
C 0.8251 7.8558 -0.6941
C 2.0389 8.3078 0.0660
F 2.0256 7.8438 1.3386
O 3.0984 7.6834 -0.6368
H 0.4568 6.8860 -0.3575
H 0.0100 8.5756 -0.6478
H 2.1917 9.3896 0.0735
O -2.3538 -2.6297 5.1989
C -3.5158 -2.5640 4.9659
O -4.0853 -1.6191 4.1736
C -5.4639 -1.9648 4.0349
C -5.7071 -2.8026 5.2573
F -6.6363 -3.7613 5.0221
O -4.4517 -3.4252 5.4637
H -5.6046 -2.5239 3.1102
H -6.0907 -1.0751 4.0062
H -5.9861 -2.2344 6.1478
O 8.6107 5.1328 -6.1949
C 7.9009 5.3691 -5.2746
O 6.5576 5.5544 -5.3687
C 6.0564 5.6783 -4.0364
C 7.2741 6.1258 -3.2804
F 7.2627 5.6626 -2.0058
O 8.3302 5.4976 -3.9837
H 5.6866 4.7085 -3.6964
H 5.2443 6.4009 -3.9866
H 7.4297 7.2069 -3.2748
```

Computed properties:
frontier orbital gap	8.6	eV
HOMO	-9.86	eV
lowest unoccupied orbital energy	-1.22	eV
energy	-3321.46014	Ha

Entry 2:
Computed, not measured: a molecular structure, C8H31NO7 at a distorted geometry, with ωB97M-V/def2-TZVPD.

```
47
C8H31NO7 (ωB97M-V/def2-TZVPD)
C -1.5827 -9.0128 21.4514
C -2.8767 -8.2550 21.2632
C -3.1104 -7.7323 19.8437
O -2.1754 -6.7047 19.5482
C -2.5404 -5.9445 18.4528
N -3.9670 -9.1431 21.5501
H -1.6217 -9.8655 20.7734
H -1.4614 -9.3470 22.4818
H -0.6738 -8.4262 21.3176
H -2.9359 -7.4928 22.0401
H -4.1428 -7.4290 19.6698
H -2.8795 -8.4794 19.0843
H -1.6674 -5.3711 18.1411
H -3.3733 -5.2858 18.6989
H -2.7233 -6.5771 17.5842
H -4.8726 -8.7057 21.4565
H -3.9710 -9.3884 22.5298
O -0.3227 -7.4222 18.8236
H -0.7169 -7.3075 17.9589
H -1.0654 -7.4246 19.4275
O -2.5001 -8.1594 16.5611
H -2.1521 -8.8383 17.1393
H -1.7285 -7.6732 16.2704
C -1.0325 -5.1529 20.5068
O -0.3917 -4.9918 21.7711
H -1.1121 -6.2319 20.3738
H -2.0298 -4.7594 20.7034
H -0.6580 -4.5551 19.6759
H -0.5065 -4.0722 22.0216
C -1.0310 -9.5601 18.0546
O -2.3826 -9.9035 17.5912
H -0.5220 -8.8066 17.4536
H -1.1226 -9.1232 19.0490
H -0.4004 -10.4411 18.1744
H -2.7770 -10.5298 18.2026
C 1.3838 -5.5782 19.3027
O 1.6936 -6.9534 19.2259
H 0.9371 -5.4141 20.2833
H 2.2368 -4.9166 19.1521
H 0.6559 -5.3492 18.5244
H 0.8499 -7.4095 19.1832
C -0.7434 -6.3435 16.0067
O -0.5300 -7.4315 16.8562
H -1.7868 -6.3597 15.6916
H -0.4815 -5.3556 16.3856
H -0.0988 -6.4427 15.1334
H -0.2634 -8.1279 16.2517
```

Computed properties:
frontier orbital gap	8.5	eV
HOMO	-8.09	eV
energy above the lowest of the compared OMol25 structures with the same formula, charge and spin	376.37	kcal per mole
lowest unoccupied orbital energy	0.37	eV
energy	-904.19864	Ha

Entry 3:
Computed, not measured: 10 unconnected molecules or ions with the total composition C48H112N4O16 at a distorted geometry, with ωB97M-V/def2-TZVPD.

```
180
C48H112N4O16 (ωB97M-V/def2-TZVPD)
C -5.8139 2.9409 5.5550
C -5.8691 2.7211 7.0711
C -7.0096 3.4463 7.7828
C -5.9924 1.1209 7.3306
C -5.5160 0.7347 8.6529
C -4.0807 1.1205 8.8547
C -3.7980 2.6201 8.7526
C -4.2627 3.3537 10.0268
C -2.2963 2.7930 8.4675
N -4.5743 3.2495 7.6556
O -4.2438 4.5368 7.3776
H -5.1217 2.2677 5.0493
H -6.7861 2.8337 5.0739
H -5.4766 3.9513 5.3238
H -7.9912 2.9962 7.6347
H -6.8274 3.4016 8.8566
H -7.0667 4.4973 7.4995
H -7.0448 0.8503 7.4161
H -5.5181 0.6345 6.4783
H -6.1612 1.2099 9.3919
H -5.6996 -0.3374 8.7229
H -3.4073 0.4376 8.3368
H -3.9552 0.9456 9.9233
H -5.3161 3.2493 10.2870
H -4.2068 4.4387 9.9396
H -3.6654 3.1643 10.9187
H -1.7471 2.1984 9.1976
H -1.9993 3.8206 8.6770
H -1.9998 2.5526 7.4466
H -3.7113 4.3950 6.5915
C -0.0897 -1.2380 2.6095
C 0.9141 -1.7575 1.5583
C 1.5023 -3.1127 2.0522
C 0.2287 -2.1297 0.2389
C -0.0993 -0.9430 -0.6565
C 1.1060 -0.0234 -0.8780
C 1.9969 0.3622 0.3532
C 3.4066 0.8126 -0.1554
C 1.3280 1.5267 1.1520
N 2.0951 -0.8461 1.2216
O 2.8744 -0.6643 2.4029
H -0.4255 -0.2242 2.3915
H -0.9651 -1.8694 2.7614
H 0.4216 -1.2824 3.5712
H 0.6980 -3.8374 1.9261
H 2.2906 -3.3179 1.3279
H 2.0381 -3.0665 3.0003
H 0.9545 -2.7905 -0.2351
H -0.7167 -2.6192 0.4728
H -0.5372 -1.3591 -1.5638
H -0.9649 -0.4136 -0.2583
H 0.8181 0.9492 -1.2771
H 1.6483 -0.5708 -1.6490
H 4.1362 1.1228 0.5927
H 3.3790 1.6611 -0.8391
H 3.8714 -0.0138 -0.6931
H 1.6337 1.4911 2.1976
H 0.2653 1.2863 1.1828
H 1.4805 2.5119 0.7112
H 3.6385 -1.1620 2.1031
C -2.9393 1.0320 -9.6020
C -1.8640 1.5030 -8.5646
C -2.5238 1.8117 -7.2805
C -1.0896 0.1658 -8.3616
C -0.0817 -0.1785 -9.4699
C 0.8084 0.9917 -9.5815
C 0.1025 2.3422 -9.9581
C 1.2353 3.4216 -9.7563
C -0.3927 2.3194 -11.4705
N -0.9315 2.6672 -8.9501
O -1.6162 3.8813 -9.1554
H -3.4118 1.9387 -9.9798
H -2.5424 0.5354 -10.4875
H -3.7575 0.3892 -9.2771
H -3.1742 2.6822 -7.3661
H -3.1078 0.9515 -6.9534
H -1.8472 2.0286 -6.4539
H -0.3809 0.1389 -7.5339
H -1.7564 -0.6907 -8.2621
H 0.5251 -1.0452 -9.2077
H -0.6073 -0.3377 -10.4114
H 1.5456 0.6222 -10.2943
H 1.4035 1.1434 -8.6809
H 1.8042 3.4100 -10.6860
H 1.8268 3.1964 -8.8688
H 0.8506 4.4393 -9.6901
H -1.3471 1.8937 -11.7803
H 0.3582 1.7201 -11.9854
H -0.3053 3.3374 -11.8502
H -1.1502 4.4443 -8.5330
C -2.5256 8.3072 0.2915
C -1.6062 9.2252 -0.6087
C -2.4159 10.3289 -1.3153
C -0.4621 9.7844 0.3547
C 0.7885 10.2329 -0.3594
C 1.2064 9.1923 -1.4816
C 0.0699 8.8925 -2.4623
C -0.3327 10.0091 -3.3584
C 0.6228 7.8274 -3.5312
N -1.0112 8.3457 -1.6233
O -1.8876 7.4816 -2.2643
H -2.9374 9.0400 0.9855
H -3.3694 7.8023 -0.1789
H -1.9178 7.5275 0.7504
H -3.3844 10.4036 -0.8208
H -1.9157 11.2945 -1.2415
H -2.5649 10.1790 -2.3846
H -0.8526 10.6585 0.8759
H -0.1236 9.1086 1.1401
H 0.6468 11.1985 -0.8448
H 1.6409 10.3312 0.3128
H 1.4016 8.2778 -0.9214
H 2.1210 9.5107 -1.9818
H 0.2998 10.2303 -4.2182
H -0.4960 10.9420 -2.8187
H -1.2667 9.6690 -3.8056
H -0.0931 7.5320 -4.2982
H 0.8389 6.8511 -3.0972
H 1.5396 8.0408 -4.0807
H -1.5665 6.6130 -2.0112
O 6.1181 -9.6557 -0.9490
C 5.9798 -9.5584 0.4697
C 6.8720 -8.3818 1.0209
O 6.6402 -7.0323 0.6589
H 5.3392 -10.0707 -1.3267
H 4.9497 -9.4476 0.8084
H 6.2863 -10.4926 0.9403
H 7.9064 -8.5475 0.7199
H 6.7420 -8.3955 2.1030
H 7.4142 -6.5202 0.9044
O 6.7855 -7.3921 -5.3909
C 5.6567 -6.9738 -6.0929
C 4.9498 -5.7826 -5.4333
O 4.5486 -6.1569 -4.1220
H 6.5034 -7.8126 -4.5753
H 6.0274 -6.8573 -7.1113
H 5.0077 -7.8470 -6.1593
H 4.1004 -5.3964 -5.9967
H 5.6371 -4.9431 -5.3279
H 5.2922 -6.2786 -3.5270
O -4.1441 -7.2156 9.9321
C -4.8596 -7.0301 8.6803
C -4.0636 -6.6083 7.4461
O -3.4645 -7.8067 6.9071
H -3.5890 -7.9930 9.8368
H -5.4504 -7.9265 8.4915
H -5.6624 -6.3028 8.8012
H -3.3528 -5.7825 7.4203
H -4.8411 -6.4200 6.7057
H -2.5379 -7.7581 7.1534
O -6.2640 -6.8654 -0.4751
C -5.6350 -7.8535 0.3776
C -6.3287 -9.1952 0.1965
O -5.8893 -9.8191 -1.0311
H -5.8715 -6.7510 -1.3437
H -4.5953 -7.9704 0.0718
H -5.7340 -7.5439 1.4180
H -7.4040 -9.0233 0.1501
H -6.1040 -9.8515 1.0373
H -6.2233 -9.3540 -1.8017
O 4.5040 -10.0833 8.8999
C 3.8751 -10.4613 7.7020
C 3.3458 -9.2125 6.9397
O 2.2052 -8.6600 7.5569
H 3.9000 -9.4264 9.2540
H 4.6175 -10.9967 7.1102
H 2.9973 -11.0493 7.9701
H 3.1342 -9.3880 5.8850
H 4.1763 -8.5106 7.0158
H 2.3435 -8.2282 8.4031
O 11.4467 3.3793 -4.3675
C 10.0874 3.1061 -4.2713
C 9.5360 2.2547 -5.4751
O 9.6743 0.8499 -5.2014
H 11.8156 2.7071 -3.7899
H 9.9594 2.5857 -3.3222
H 9.6388 4.0983 -4.3201
H 10.0673 2.6108 -6.3577
H 8.4829 2.4633 -5.6634
H 9.6019 0.3548 -6.0207
```

Computed properties:
frontier orbital gap	7.8	eV
HOMO	-7.63	eV
energy above the lowest of the compared OMol25 structures with the same formula, charge and spin	153.53	kcal per mole
lowest unoccupied orbital energy	0.17	eV
energy	-3318.44043	Ha

Entry 4:
Computed, not measured: a molecular structure, C26H33O5Pr at a distorted geometry, with ωB97M-V/def2-TZVPD.

```
65
C26H33O5Pr (ωB97M-V/def2-TZVPD)
O -0.7190 0.4349 -1.7691
C 0.4706 0.7430 -2.6753
C -0.2422 1.8919 -3.3877
H 0.6114 -0.2074 -3.2204
H 1.4052 1.0010 -2.1108
C -1.3685 1.5866 -2.3698
H -0.5423 1.7259 -4.4368
H 0.1977 2.8816 -3.1729
C -2.5596 1.1342 -3.1508
H -2.2444 0.3331 -3.8567
H -2.8120 1.9664 -3.8113
H -3.4509 0.9382 -2.5338
C -1.3992 2.8620 -1.5157
H -0.3821 3.2457 -1.3434
H -1.8966 2.8423 -0.5421
H -1.8863 3.6478 -2.1049
Pr 0.4320 -0.3032 0.8345
C 0.9178 1.9327 2.3472
C 2.1224 1.1968 2.3983
C 2.7092 1.2038 1.0980
H 2.6025 0.8573 3.3278
C 1.8558 1.9748 0.2477
C 0.7484 2.4181 1.0246
H -0.0247 3.1258 0.7214
H 0.2782 2.1837 3.1918
H 3.6811 0.7835 0.8281
H 2.0934 2.3149 -0.7714
C -1.7531 -0.0771 2.7219
C -1.9119 1.1628 2.0454
C -2.4140 0.8839 0.7487
H -1.7692 2.1563 2.4725
C -2.5229 -0.5207 0.5961
C -2.1766 -1.1181 1.8461
H -2.3547 -2.1663 2.1288
H -1.4908 -0.1752 3.7739
H -2.8618 1.6122 0.0688
H -2.9396 -1.0136 -0.2920
O 0.0515 -1.1087 -4.4382
C -0.1939 -0.2138 -5.6127
C 0.3612 -0.8355 -6.8746
H 0.4365 0.6974 -5.5788
H -1.2538 0.0536 -5.7005
C 1.3395 -1.8946 -6.3568
H 0.8970 -0.0970 -7.4717
H -0.4439 -1.2617 -7.4648
C 1.1530 -2.0329 -4.8218
H 2.3571 -1.5270 -6.5933
H 1.1379 -2.8424 -6.8769
H 2.0910 -1.7764 -4.2704
H 0.8071 -3.0410 -4.5644
O 0.8153 0.1892 5.0380
C 0.6901 -1.0151 5.6802
C 0.3166 -1.0845 7.0305
C 0.3300 -2.3159 7.6895
C 0.7177 -3.4875 7.0019
C 1.0463 -3.4084 5.6475
C 1.0216 -2.1814 4.9767
C 1.5053 -2.0543 3.5719
O 2.6068 -2.5471 3.3056
O 0.7277 -1.3867 2.7580
H 0.7126 0.9299 5.6652
H 0.1328 -0.1472 7.5618
H 0.1436 -2.3388 8.7634
H 0.7669 -4.4452 7.5266
H 1.3232 -4.2864 5.0512
```

Computed properties:
frontier orbital gap (alpha / beta)	6.9 / 7.0	eV
<S²>	2.0037
HOMO (alpha / beta)	-7.16 / -7.22	eV
energy above the lowest of the compared OMol25 structures with the same formula, charge and spin	54.78	kcal per mole
lowest unoccupied orbital energy (alpha / beta)	-0.24 / -0.23	eV
energy	-1903.64372	Ha
spin multiplicity	3

Entry 5:
Computed, not measured: 2 unconnected molecules or ions with the total composition C2H8N2 at a distorted geometry, with ωB97M-V/def2-TZVPD.

```
12
C2H8N2 (ωB97M-V/def2-TZVPD)
H -1.1851 1.1942 2.5361
N -1.5058 1.6446 1.7139
C -1.1410 0.9485 0.6632
N -1.4173 1.4255 -0.6147
H -0.8709 -0.0811 0.8651
H -1.0790 0.9535 -1.4726
H -2.0671 2.2695 -0.4431
C 1.8609 -1.5649 -0.6393
H 2.1265 -0.7814 -1.2856
H 1.6425 -2.5268 -1.1916
H 2.6703 -2.1153 -0.1006
H 0.9658 -1.3663 -0.0308
```

Computed properties:
frontier orbital gap	10.0	eV
HOMO	-9.13	eV
energy above the lowest of the compared OMol25 structures with the same formula, charge and spin	22.86	kcal per mole
lowest unoccupied orbital energy	0.87	eV
energy	-190.46242	Ha

Entry 6:
Computed, not measured: a molecular structure, C37H35LiN2P2Si, with ωB97M-V/def2-TZVPD.

```
78
C37H35LiN2P2Si (ωB97M-V/def2-TZVPD)
Li -0.3308 -1.2193 0.8980
C -1.2667 -3.0316 -2.5312
Si -0.8694 -1.4707 -1.4677
C -2.3189 -0.2750 -1.8717
C -3.1459 -0.4349 -2.9778
C -4.2799 0.3347 -3.1645
C -4.6181 1.3060 -2.2362
C -3.7969 1.5102 -1.1449
C -2.6612 0.7258 -0.9604
P -1.6128 1.0423 0.5077
C -2.8351 0.8231 1.8592
C -3.8047 1.7489 2.2408
C -4.6546 1.4771 3.2978
C -4.5480 0.2882 4.0007
C -3.5912 -0.6411 3.6254
C -2.7453 -0.3721 2.5660
C -1.5065 2.8645 0.4757
C -1.3642 3.5582 1.6785
C -1.2420 4.9352 1.6838
C -1.2152 5.6312 0.4847
C -1.3176 4.9475 -0.7161
C -1.4474 3.5694 -0.7241
C 0.5815 -0.7372 -2.5021
C 0.4999 -0.6044 -3.8827
C 1.6084 -0.3142 -4.6573
C 2.8463 -0.1531 -4.0546
C 2.9480 -0.2202 -2.6769
C 1.8205 -0.4960 -1.9053
P 1.9329 -0.5124 -0.0847
C 2.6257 -2.1586 0.2550
C 3.1639 -2.4212 1.5155
C 3.5819 -3.6953 1.8529
C 3.4239 -4.7320 0.9461
C 2.8475 -4.4899 -0.2910
C 2.4555 -3.2095 -0.6388
C 3.3532 0.6160 0.2138
C 4.6116 0.2797 0.7057
C 5.5182 1.2720 1.0400
C 5.1990 2.6071 0.8624
C 3.9609 2.9497 0.3396
C 3.0428 1.9653 0.0386
H -1.2705 -2.8469 -3.6016
H -2.2393 -3.4273 -2.2522
H -0.5326 -3.8113 -2.3428
H -2.9029 -1.1941 -3.7077
H -4.9087 0.1763 -4.0300
H -5.5070 1.9098 -2.3637
H -4.0488 2.2854 -0.4339
H -3.8917 2.6998 1.7351
H -5.3991 2.2084 3.5781
H -5.1917 0.1030 4.8489
H -3.4896 -1.5703 4.1670
H -1.9855 -1.1001 2.2830
H -1.3634 3.0091 2.6121
H -1.1835 5.4706 2.6227
H -1.1197 6.7074 0.4899
H -1.3172 5.4988 -1.6472
H -1.5122 3.0371 -1.6644
H -0.4597 -0.7409 -4.3625
H 1.5168 -0.2355 -5.7333
H 3.7286 0.0347 -4.6525
H 3.9084 -0.0715 -2.1980
H 3.2573 -1.6162 2.2327
H 4.0226 -3.8816 2.8231
H 3.7510 -5.7284 1.2025
H 2.7052 -5.3010 -0.9898
H 2.0170 -3.0135 -1.6066
H 4.8930 -0.7565 0.8284
H 6.4780 0.9952 1.4547
H 5.9062 3.3740 1.1461
H 3.7071 3.9893 0.1941
H 2.0620 2.2319 -0.3388
N -0.3185 -3.6051 3.5692
N 0.0911 -3.1389 2.2765
H -0.0076 -4.5627 3.7460
H -1.3332 -3.6107 3.5989
H 0.0078 -3.8670 1.5610
H 1.0810 -2.9148 2.3549
```

Computed properties:
frontier orbital gap	6.7	eV
HOMO	-6.40	eV
lowest unoccupied orbital energy	0.28	eV
energy	-2520.18026	Ha